1.
DFT (ωB97M-V with the def2-TZVPD basis set) results for a single C5H5NO molecule in a non-equilibrium geometry.

Cartesian coordinates (Å):
C (-0.38079, -0.90244, 0.01744)
C (-1.23729, 0.14483, -0.27037)
C (0.99136, -0.97986, 0.30883)
C (-0.89901, 1.54339, -0.01169)
C (2.65262, 0.65978, -0.44695)
N (1.86161, -0.01676, 0.17246)
O (0.20729, 1.95702, 0.31858)
H (-0.72244, -1.85169, 0.01293)
H (-2.28668, 0.11635, -0.55964)
H (1.17501, -2.00314, 0.73122)
H (-1.79893, 2.33611, -0.23863)
H (3.18392, 1.57532, -0.39930)

* relative energy (zero: lowest compared OMol25 entry of this formula, charge and spin): 408.5 kJ/mol
* lowest unoccupied orbital energy (spin up / spin down): -0.5 / -0.4 eV
* HOMO (spin up / spin down): -0.283 / -0.283 hartree
* maximum force: 3.76 eV/A

***

2.
DFT (ωB97M-V with the def2-TZVPD basis set) results for a molecular structure, C57H43AsBrF9N12O6PRbSSe in a non-equilibrium geometry.

Cartesian coordinates (Å):
Rb (-1.72015, -0.50704, 1.23108)
O (-5.15183, 2.99098, 1.91619)
As (-4.66729, 1.51305, 1.03194)
O (-5.44430, 1.62195, -0.42045)
O (-2.99244, 1.61520, 1.06390)
C (-5.39421, 0.25429, 2.35796)
C (-6.19986, 0.84677, 3.33643)
C (-6.73979, 0.10003, 4.36743)
C (-6.47650, -1.25712, 4.45458)
C (-5.70424, -1.86315, 3.48480)
C (-5.17375, -1.12509, 2.42933)
S (-4.34392, -2.11852, 1.18943)
O (-5.31948, -3.11445, 0.81645)
O (-4.02552, -1.16049, 0.12454)
O (-3.14742, -2.66246, 1.83352)
H (-4.84066, 3.70959, 1.35242)
H (-6.38274, 1.90903, 3.28905)
H (-7.36300, 0.58392, 5.11055)
H (-6.87573, -1.84443, 5.27295)
H (-5.50529, -2.92615, 3.52492)
N (1.96170, -0.87323, 3.09126)
C (1.61734, -2.07935, 2.60243)
N (2.01383, -3.16079, 3.28878)
C (1.69437, -4.30864, 2.71169)
N (2.07223, -5.45235, 3.35033)
N (1.03062, -4.46254, 1.56294)
C (0.68767, -3.31736, 0.97910)
N (0.97143, -2.09791, 1.41532)
C (-0.06672, -3.45392, -0.31429)
C (-0.64811, -4.67732, -0.62472)
C (-1.33383, -4.79755, -1.82012)
C (-1.42133, -3.69865, -2.65710)
C (-0.81566, -2.52021, -2.24964)
N (-0.14372, -2.38772, -1.10996)
H (2.17219, -0.90130, 4.07740)
H (1.36806, -0.06598, 2.82844)
H (2.74825, -5.36079, 4.08648)
H (2.04548, -6.29921, 2.81218)
H (-0.56046, -5.49429, 0.07471)
H (-1.81120, -5.73275, -2.08581)
H (-1.97969, -3.71726, -3.58021)
H (-0.90242, -1.63653, -2.87093)
C (0.93216, 2.55583, 1.61588)
N (0.46710, 1.63202, 2.63918)
C (-0.29083, 2.01808, 3.59768)
C (-0.86489, 1.13819, 4.57948)
C (-1.60723, 1.53844, 5.69749)
C (-1.96702, 0.35196, 6.34984)
C (-1.42328, -0.68110, 5.56975)
N (-0.75403, -0.21954, 4.50099)
C (0.34419, 3.94862, 1.57379)
C (-1.02864, 4.13800, 1.39313)
C (-1.55155, 5.42133, 1.35913)
C (-0.72200, 6.53085, 1.48609)
C (0.63968, 6.35059, 1.65819)
C (1.16237, 5.06312, 1.71072)
H (0.73805, 2.07528, 0.64918)
H (2.02429, 2.64314, 1.68567)
H (-0.56213, 3.07402, 3.71163)
H (-1.85487, 2.55393, 5.97374)
H (-2.55004, 0.24520, 7.25341)
H (-1.51461, -1.74644, 5.74188)
H (-1.69876, 3.28437, 1.30592)
H (-2.61825, 5.55483, 1.23259)
H (-1.14184, 7.52989, 1.46140)
H (1.29800, 7.20621, 1.75479)
H (2.22774, 4.91687, 1.85748)
F (1.95131, 0.75854, -7.72497)
C (2.90567, -0.03434, -7.20649)
F (2.79017, -1.23468, -7.81728)
F (4.09720, 0.47430, -7.59254)
C (2.80754, -0.15191, -5.71016)
C (1.62301, 0.13777, -5.05799)
C (1.55662, 0.00138, -3.67298)
C (2.66380, -0.42149, -2.94746)
C (3.84452, -0.72944, -3.62751)
C (3.92210, -0.59334, -4.99881)
P (2.42420, -0.51710, -1.12947)
C (3.20087, -2.16707, -0.81423)
C (3.96608, -2.45666, 0.31355)
C (4.35082, -3.75513, 0.60387)
C (3.97360, -4.79301, -0.23643)
C (3.22756, -4.52402, -1.37309)
C (2.84766, -3.22281, -1.65453)
C (4.39599, -6.19628, 0.08297)
F (4.43418, -6.42442, 1.41384)
F (5.63874, -6.48107, -0.38426)
F (3.56981, -7.11577, -0.45427)
C (3.72840, 0.64251, -0.53123)
C (4.43950, 1.51964, -1.35017)
C (5.31492, 2.44877, -0.81293)
C (5.48984, 2.51993, 0.56229)
C (4.75983, 1.68800, 1.39767)
C (3.87194, 0.77257, 0.85328)
C (6.48116, 3.50061, 1.11732)
F (6.31398, 3.72044, 2.43275)
F (6.40400, 4.70006, 0.49829)
F (7.75998, 3.07941, 0.95436)
H (0.75539, 0.47119, -5.61083)
H (0.63848, 0.23794, -3.14991)
H (4.70574, -1.08163, -3.07151)
H (4.84211, -0.82254, -5.52097)
H (4.25237, -1.67732, 1.00394)
H (4.92564, -3.95712, 1.49809)
H (2.91605, -5.32848, -2.02587)
H (2.23951, -3.03767, -2.53178)
H (4.31135, 1.48936, -2.42395)
H (5.85951, 3.11839, -1.46639)
H (4.85429, 1.76586, 2.47230)
H (3.25053, 0.19403, 1.53055)
Br (-3.54799, 4.31658, -1.51254)
C (-1.76277, 3.81195, -1.82655)
C (-0.87431, 4.71337, -2.37613)
C (0.43406, 4.29913, -2.57773)
C (0.77080, 3.00259, -2.23375)
N (-0.08898, 2.12737, -1.71608)
C (-1.33982, 2.52396, -1.49885)
H (-1.19640, 5.71485, -2.62798)
H (1.17618, 4.96600, -2.99543)
H (1.78935, 2.65135, -2.37456)
H (-2.02263, 1.83914, -1.00107)
Se (-5.97064, -2.93584, -2.19378)
N (-6.40766, -1.21518, -2.25081)
C (-5.47556, -0.64437, -2.98660)
C (-5.39753, 0.76317, -3.26088)
C (-4.38904, 1.18001, -4.05362)
C (-3.43937, 0.22996, -4.57410)
N (-3.44648, -1.04530, -4.36591)
C (-4.47208, -1.50431, -3.55509)
N (-4.57300, -2.78517, -3.27083)
H (-6.10688, 1.43537, -2.80499)
H (-4.24988, 2.22781, -4.27991)
H (-2.63079, 0.61619, -5.19418)

* relative energy (zero: lowest compared OMol25 entry of this formula, charge and spin): 135.3 kJ/mol
* lowest unoccupied orbital energy: 3.4 eV
* net charge: -2
* HOMO: -0.078 hartree
* maximum force: 2.11 eV/A

***

3.
DFT (ωB97M-V with the def2-TZVPD basis set) results for 2 unconnected molecules or ions with the total composition CH5OPS in a non-equilibrium geometry.

Cartesian coordinates (Å):
C (0.05609, 1.75166, 0.18351)
O (-0.03449, 1.14283, -0.94921)
P (-0.17912, -0.22558, -1.77287)
S (0.60688, -1.81655, -0.45349)
H (-0.19962, 2.80924, 0.03786)
H (0.24988, 1.12353, 1.11668)
H (-0.71509, -0.84855, 1.38944)
H (-0.51449, -1.32788, 1.91753)
H (0.72996, -2.60870, -1.46945)

* relative energy (zero: lowest compared OMol25 entry of this formula, charge and spin): 193.0 kJ/mol
* lowest unoccupied orbital energy (spin up / spin down): 0.7 / -1.0 eV
* HOMO (spin up / spin down): -0.247 / -0.368 hartree
* maximum force: 3.85 eV/A
* spin multiplicity: 3
* ⟨S²⟩: 2.007

***

4.
DFT (ωB97M-V with the def2-TZVPD basis set) results for a molecular structure, C4H14N2O2 in a non-equilibrium geometry.

Cartesian coordinates (Å):
C (-0.74390, 1.31040, -0.47632)
C (-0.37161, 0.84764, 0.95642)
C (0.11795, -0.60723, 1.03271)
C (1.66114, -0.66799, 0.95661)
N (2.08052, 0.25423, -0.05712)
N (-1.63670, 0.45288, -1.19061)
H (0.15621, 1.23303, -1.07662)
H (-1.17209, 2.32266, -0.43778)
H (0.44449, 1.40208, 1.43762)
H (-1.28453, 1.05801, 1.51655)
H (-0.37310, -1.26413, 1.74546)
H (1.83843, -1.70596, 0.63163)
H (3.04574, 0.56346, 0.03737)
H (1.61089, -0.28427, -1.18835)
H (-1.17123, 0.11997, -2.02891)
H (-0.24430, -1.06097, 0.09637)
H (1.56467, -0.95200, -2.74508)
H (2.01039, -0.28849, 1.91918)
O (0.96289, -0.82607, -1.97589)
H (-3.55868, -0.86286, 0.81298)
H (-2.33173, -0.17634, -0.71303)
O (-2.60543, -0.86804, 0.74680)

* relative energy (zero: lowest compared OMol25 entry of this formula, charge and spin): 849.4 kJ/mol
* lowest unoccupied orbital energy: -4.4 eV
* HOMO: -0.295 hartree
* maximum force: 2.51 eV/A

***

5.
DFT (ωB97M-V with the def2-TZVPD basis set) results for a molecular structure, C26H21AsF6N4PtS.

Cartesian coordinates (Å):
Pt (-0.09990, -0.13061, 0.13941)
C (1.62636, -2.21199, -2.22926)
C (0.80516, -1.09441, -2.76975)
C (1.01742, -0.67603, -4.09774)
C (0.23373, 0.28876, -4.65938)
C (-0.87469, 0.78455, -3.93923)
C (-1.84948, 1.63997, -4.51603)
C (-3.01419, 1.96359, -3.84095)
C (-3.25125, 1.43486, -2.58441)
C (-2.27474, 0.64318, -1.94760)
S (-2.58480, -0.04168, -0.43769)
C (-1.05048, 0.33220, -2.62727)
N (-0.16345, -0.52740, -2.03905)
H (1.78867, -2.94573, -3.01820)
H (1.12026, -2.69547, -1.39837)
H (2.60248, -1.85353, -1.90672)
H (1.81475, -1.14256, -4.66010)
H (0.41391, 0.62726, -5.67269)
H (-1.68823, 2.00601, -5.52300)
H (-3.75349, 2.60027, -4.30683)
H (-4.18544, 1.63401, -2.07452)
N (1.02470, -3.44992, 1.17415)
C (1.47991, -2.77753, 2.21505)
C (2.70214, -3.15307, 2.83387)
C (3.04490, -2.65607, 4.06845)
C (2.16897, -1.81120, 4.74012)
C (0.95955, -1.35954, 4.12921)
C (0.04716, -0.52867, 4.80608)
C (-1.09878, -0.12661, 4.16648)
C (-1.26470, -0.45867, 2.82404)
N (-0.38766, -1.20121, 2.13883)
C (0.66448, -1.73566, 2.81386)
H (0.09547, -3.27843, 0.81840)
H (1.55242, -4.21988, 0.78418)
H (3.33089, -3.88415, 2.33981)
H (3.96999, -2.96185, 4.53733)
H (2.40291, -1.46831, 5.74046)
H (0.24498, -0.23648, 5.83043)
H (-1.84779, 0.47416, 4.66284)
H (-2.12650, -0.09538, 2.28148)
N (-0.70296, 1.86877, 0.73028)
C (-0.57896, 2.93454, 1.15336)
C (-0.43804, 4.23854, 1.68198)
C (0.45956, 4.43841, 2.74058)
C (0.57167, 5.69812, 3.29110)
C (-0.19653, 6.74644, 2.79217)
C (-1.07232, 6.54647, 1.72985)
C (-1.20195, 5.29323, 1.16705)
H (1.07660, 3.62207, 3.09301)
H (1.25921, 5.87004, 4.10731)
H (-0.10945, 7.72992, 3.23414)
H (-1.65696, 7.37002, 1.34458)
H (-1.87488, 5.13024, 0.33604)
F (1.87797, 1.31478, -0.72398)
As (3.03469, 0.69863, 0.48883)
F (3.55850, 2.24314, 0.88279)
F (4.15680, 0.36327, -0.71600)
F (3.86578, -0.13167, 1.71717)
F (2.17656, -0.89648, 0.11596)
F (1.64864, 0.87121, 1.64434)

* relative energy (zero: lowest compared OMol25 entry of this formula, charge and spin): 0.0 kJ/mol
* lowest unoccupied orbital energy (spin up / spin down): -9.7 / -12.2 eV
* net charge: +3
* HOMO (spin up / spin down): -0.622 / -0.622 hartree
* maximum force: 0.72 eV/A
* spin multiplicity: 6
* ⟨S²⟩: 8.819

***

6.
DFT (ωB97M-V with the def2-TZVPD basis set) results for a molecular structure, C15H33N6O2SiTc in a non-equilibrium geometry.

Cartesian coordinates (Å):
Tc (-0.26254, -0.12520, -0.33746)
N (-1.62356, -1.70926, -1.04464)
C (-1.22760, -3.12841, -1.29334)
C (-0.82571, -3.74397, 0.03177)
N (0.22506, -2.95497, 0.67679)
C (1.58561, -3.26028, 0.24950)
C (2.02406, -2.38837, -0.91194)
N (1.76386, -0.95659, -0.57599)
C (0.05209, -2.65838, 2.08083)
C (0.41884, -1.18945, 2.34939)
N (-0.42613, -0.32300, 1.50748)
H (-2.41113, -1.73033, -0.39267)
H (-2.03676, -1.32623, -1.89797)
H (-0.42364, -3.13134, -2.02526)
H (-2.06633, -3.66996, -1.73205)
H (-0.53922, -4.79138, -0.09939)
H (-1.70296, -3.74700, 0.68162)
H (1.68665, -4.30991, -0.04081)
H (2.26876, -3.11779, 1.09083)
H (1.49804, -2.62194, -1.83456)
H (3.08951, -2.52586, -1.10430)
H (2.25401, -0.37674, -1.25593)
H (2.26296, -0.76566, 0.29303)
H (0.61528, -3.30275, 2.76151)
H (-1.00115, -2.78956, 2.33157)
H (1.46542, -0.98840, 2.11993)
H (0.27078, -0.90215, 3.39256)
H (0.13449, 1.65515, 1.85638)
H (-1.38927, -0.26014, 1.85143)
C (0.21331, 3.20694, 3.92188)
C (0.72139, 3.46830, 2.55342)
C (1.33844, 4.68961, 2.20494)
C (1.77127, 4.89022, 0.91220)
C (1.60199, 3.89587, -0.04479)
C (0.99054, 2.66369, 0.29140)
N (0.58798, 2.53588, 1.61394)
N (0.77501, 1.66275, -0.54997)
Si (1.18817, 1.89223, -2.40594)
C (3.04869, 1.93034, -2.45064)
C (0.27387, 3.40028, -2.97460)
C (0.55069, 0.36176, -3.27975)
H (1.01902, 3.34507, 4.64612)
H (-0.20210, 2.20718, 4.03238)
H (-0.55899, 3.94087, 4.16648)
H (1.45199, 5.44978, 2.96621)
H (2.23880, 5.82567, 0.63249)
H (1.93809, 4.07061, -1.05481)
H (3.53790, 2.38033, -1.58710)
H (3.35928, 2.50092, -3.33143)
H (3.47350, 0.93159, -2.58810)
H (0.95603, 4.13809, -3.40328)
H (-0.30571, 3.88858, -2.19025)
H (-0.42980, 3.12150, -3.76138)
H (0.59545, -0.61640, -2.78449)
H (1.18858, 0.25649, -4.16443)
H (-0.46979, 0.50920, -3.63118)
O (-1.54954, 0.89488, -1.36229)
O (-2.05735, 1.93890, -0.80011)

* relative energy (zero: lowest compared OMol25 entry of this formula, charge and spin): 164.3 kJ/mol
* lowest unoccupied orbital energy (spin up / spin down): -11.1 / -12.3 eV
* net charge: +3
* HOMO (spin up / spin down): -0.664 / -0.659 hartree
* maximum force: 1.38 eV/A
* spin multiplicity: 4
* ⟨S²⟩: 3.920